Below is 14 unconnected molecules or ions with the total composition C58H94N8O24P6 at a distorted geometry, with properties calculated with ωB97M-V with the def2-TZVPD basis set.

Results
LUMO energy: 0.53 eV
Frontier orbital gap: 9.38 eV
E_tot: -178476.7404 eV
M: 1473.27 g/mol
Max |F|: 2.45 eV/Å

Each line ends with the Mulliken charge.
Geometry (Å):
1 N -1.140 0.240 -5.539  -0.4403
2 C -1.293 -0.614 -6.538  -0.5454
3 C -1.434 -1.990 -6.394  -0.6775
4 C -1.170 -2.489 -5.137  -0.5413
5 C -0.937 -1.659 -4.045  0.9276
6 C -0.920 -0.283 -4.305  -0.0732
7 H -1.344 -0.174 -7.509  0.4911
8 H -1.638 -2.617 -7.300  0.3482
9 H -1.235 -3.521 -4.888  0.5350
10 H -0.937 -2.010 -2.999  -0.4354
11 H -0.746 0.457 -3.510  0.3692
12 N 4.291 -1.300 2.674  -0.2727
13 C 2.976 -1.404 2.629  -0.2278
14 C 2.241 -2.604 2.784  0.2363
15 C 2.997 -3.752 2.951  -0.1127
16 C 4.393 -3.660 3.056  -0.7009
17 C 4.978 -2.437 2.898  -0.9411
18 H 2.450 -0.485 2.339  0.5768
19 H 1.161 -2.648 2.772  0.4304
20 H 2.560 -4.735 3.078  0.1392
21 H 4.917 -4.569 3.246  0.4925
22 H 6.027 -2.253 2.864  0.5150
23 N -4.627 3.045 -0.896  -0.2602
24 C -4.757 3.856 -1.966  -0.6821
25 C -3.920 3.824 -3.079  -0.6263
26 C -2.925 2.876 -3.062  -0.4782
27 C -2.755 2.043 -1.990  0.7482
28 C -3.608 2.182 -0.886  -0.5516
29 H -5.599 4.564 -1.954  0.3453
30 H -4.138 4.410 -3.941  0.5238
31 H -2.369 2.645 -3.956  0.4559
32 H -1.956 1.332 -1.946  -0.1185
33 H -3.506 1.587 0.001  0.6922
34 N -1.783 -7.031 1.374  -0.6776
35 C -2.917 -6.496 1.912  -0.6087
36 C -2.887 -5.486 2.833  -0.2644
37 C -1.647 -4.995 3.312  -0.1051
38 C -0.482 -5.509 2.756  -0.3237
39 C -0.632 -6.545 1.773  -0.3145
40 H -3.904 -6.934 1.683  0.3453
41 H -3.742 -5.097 3.278  0.7144
42 H -1.536 -4.265 4.105  0.5264
43 H 0.505 -5.153 3.028  0.1202
44 H 0.237 -6.837 1.205  0.5747
45 N -3.266 -3.071 -1.777  0.2229
46 C -3.552 -1.804 -2.085  -0.3377
47 C -4.561 -1.447 -2.968  -0.8029
48 C -5.299 -2.468 -3.586  -0.5213
49 C -4.959 -3.798 -3.314  -0.7984
50 C -3.946 -4.003 -2.381  -0.2540
51 H -2.858 -1.127 -1.591  0.6893
52 H -4.812 -0.416 -3.171  0.4660
53 H -6.046 -2.209 -4.265  0.4831
54 H -5.473 -4.573 -3.862  0.4347
55 H -3.693 -5.033 -2.070  0.3750
56 N -5.560 1.745 4.501  -0.5999
57 C -4.328 1.695 4.992  -0.6386
58 C -3.211 2.075 4.228  -0.4934
59 C -3.365 2.605 2.961  0.6713
60 C -4.674 2.693 2.468  -0.5785
61 C -5.719 2.209 3.283  -0.8649
62 H -4.133 1.408 6.010  0.4871
63 H -2.240 1.874 4.696  0.5242
64 H -2.514 3.000 2.388  0.6171
65 H -4.884 3.030 1.477  0.4845
66 H -6.736 2.258 2.858  0.3034
67 N 3.089 2.286 -0.477  1.0048
68 C 3.823 1.401 0.226  -0.9099
69 C 4.648 1.729 1.307  -0.7860
70 C 4.878 3.072 1.532  -0.6406
71 C 4.145 4.024 0.831  -1.1627
72 C 3.259 3.551 -0.131  -0.4005
73 H 3.761 0.398 -0.081  0.7303
74 H 4.979 0.919 1.924  0.5904
75 H 5.688 3.331 2.231  0.3778
76 H 4.244 5.083 0.993  0.6261
77 H 2.619 4.270 -0.664  0.4318
78 N 0.539 -2.118 -0.604  1.4411
79 C -0.479 -2.647 0.112  -0.4579
80 C -1.266 -1.877 0.963  -1.0244
81 C -1.062 -0.505 1.080  0.6835
82 C -0.062 0.062 0.313  -0.7474
83 C 0.675 -0.783 -0.462  -1.0625
84 H -0.770 -3.655 -0.031  0.3234
85 H -2.050 -2.328 1.535  -0.0243
86 H -1.644 0.068 1.806  0.4311
87 H 0.206 1.073 0.462  0.1240
88 H 1.444 -0.431 -1.115  0.3578
89 C -2.925 5.599 0.961  0.0810
90 O -1.574 6.073 1.189  -0.3724
91 P -0.456 5.022 0.718  -0.7160
92 O -0.834 3.605 0.905  1.0028
93 O -0.056 5.343 -0.742  0.2030
94 C 0.110 6.721 -1.217  -0.8014
95 O 0.804 5.551 1.504  -0.2959
96 C 0.892 5.822 2.946  -0.8902
97 H -3.563 6.189 1.608  0.3384
98 H -2.919 4.530 0.972  -0.5212
99 H -3.213 5.826 -0.043  0.2691
100 H -0.643 7.402 -0.803  0.3932
101 H 0.067 6.695 -2.328  0.1754
102 H 1.134 7.052 -1.017  0.2438
103 H 0.914 6.910 3.069  0.2600
104 H 1.842 5.413 3.261  0.2748
105 H 0.084 5.401 3.522  0.3982
106 C 1.773 3.225 -3.194  -0.5914
107 O 2.897 4.097 -3.257  1.2160
108 P 2.840 5.361 -4.144  0.1671
109 O 1.569 6.112 -4.232  -0.7304
110 O 3.292 4.702 -5.557  -0.2858
111 C 2.946 5.411 -6.738  -0.8266
112 O 3.992 6.248 -3.596  -0.3716
113 C 5.184 5.591 -3.024  -0.3266
114 H 1.041 3.596 -2.416  -0.2512
115 H 2.134 2.308 -2.743  -0.0508
116 H 1.314 3.068 -4.152  0.6807
117 H 3.245 6.514 -6.634  0.3228
118 H 1.920 5.274 -6.981  0.2752
119 H 3.532 4.965 -7.501  0.2792
120 H 5.499 4.693 -3.569  0.1978
121 H 4.876 5.311 -2.020  0.0303
122 H 6.013 6.330 -3.000  0.2966
123 C 3.616 -3.460 -1.192  -0.7230
124 O 3.080 -4.562 -1.885  0.2073
125 P 2.271 -5.603 -0.995  0.3951
126 O 2.708 -5.799 0.378  -0.6688
127 O 2.221 -6.802 -1.997  -0.3158
128 C 3.465 -7.269 -2.465  -0.7644
129 O 0.756 -5.215 -1.050  -0.0168
130 C 0.211 -4.826 -2.317  -0.4313
131 H 4.018 -3.655 -0.211  0.2952
132 H 2.835 -2.716 -1.078  0.2937
133 H 4.349 -3.026 -1.885  0.2741
134 H 3.279 -8.077 -3.187  0.2666
135 H 4.098 -7.635 -1.670  0.2936
136 H 4.124 -6.504 -2.931  0.2308
137 H 0.532 -3.797 -2.622  0.0205
138 H -0.815 -4.874 -2.201  0.1808
139 H 0.416 -5.526 -3.157  0.4799
140 C -5.856 -0.834 6.580  -0.3175
141 O -5.773 -2.093 5.943  -0.3562
142 P -4.461 -2.540 5.220  0.2033
143 O -4.486 -3.972 4.876  -0.7992
144 O -4.329 -1.431 4.026  0.7879
145 C -5.232 -1.621 2.904  -0.8195
146 O -3.244 -2.033 6.048  0.3420
147 C -2.773 -2.859 7.197  -0.9371
148 H -6.815 -0.750 7.080  0.2911
149 H -5.762 0.022 5.886  0.0153
150 H -5.107 -0.842 7.359  0.2342
151 H -6.342 -1.731 3.130  0.2776
152 H -4.879 -2.445 2.297  0.2614
153 H -5.074 -0.693 2.371  0.1383
154 H -2.869 -3.914 6.827  0.3574
155 H -3.313 -2.789 8.128  0.3179
156 H -1.747 -2.547 7.395  0.2241
157 C 2.365 1.210 -5.996  -1.1303
158 O 2.245 0.487 -4.724  0.9787
159 P 3.415 -0.436 -4.302  -0.0318
160 O 3.321 -0.764 -2.880  -0.1085
161 O 3.563 -1.702 -5.210  -0.5554
162 C 3.170 -2.997 -4.759  -0.3489
163 O 4.743 0.287 -4.856  -0.5356
164 C 5.264 1.449 -4.158  -0.3521
165 H 3.179 0.713 -6.522  0.5027
166 H 2.665 2.212 -5.764  0.2049
167 H 1.388 1.124 -6.445  0.2202
168 H 3.748 -3.344 -3.901  0.0421
169 H 3.409 -3.706 -5.534  0.3909
170 H 2.123 -2.964 -4.476  0.1224
171 H 5.180 1.340 -3.069  0.1380
172 H 4.714 2.342 -4.529  0.0735
173 H 6.324 1.444 -4.376  0.3812
174 C 2.871 -0.494 5.907  -0.4805
175 O 1.883 0.443 6.345  -0.4466
176 P 0.981 1.154 5.236  0.6448
177 O -0.118 2.012 5.686  -0.7771
178 O 2.030 1.917 4.281  -0.5198
179 C 1.496 2.393 3.018  1.0136
180 O 0.534 -0.038 4.239  1.1161
181 C -0.551 -0.833 4.766  -1.4000
182 H 3.711 -0.504 6.609  0.3932
183 H 3.340 -0.275 4.931  0.1115
184 H 2.553 -1.534 6.041  0.1998
185 H 2.307 2.844 2.431  -0.5398
186 H 0.800 3.231 3.172  -0.2264
187 H 0.978 1.613 2.446  -0.0296
188 H -0.176 -1.732 5.279  0.3325
189 H -1.100 -1.178 3.900  -0.1678
190 H -1.269 -0.330 5.410  0.5679

***

Below is 3 unconnected molecules or ions with the total composition C18H37IN5O7S at a distorted geometry, with properties calculated with ωB97M-V with the def2-TZVPD basis set.

Results
LUMO energy: -4.66 eV
Frontier orbital gap: 7.26 eV
E_tot: -59977.2062 eV
Total charge: +1
M: 594.49 g/mol
Max |F|: 1.10 eV/Å

Each line ends with the Mulliken charge.
Geometry (Å):
1 C 5.259 -1.575 -0.535  -1.3731
2 C 5.264 -0.842 -1.861  0.0203
3 O 4.975 0.544 -1.569  -0.3713
4 C 4.687 1.274 -2.733  -0.9147
5 C 3.298 1.835 -2.630  0.8172
6 N 2.996 2.594 -1.577  -0.6692
7 C 1.729 2.955 -1.766  0.6286
8 N 1.079 3.737 -0.882  -0.3017
9 S -0.517 4.297 -0.873  -0.1023
10 N 1.227 2.443 -2.912  -0.5722
11 I -0.522 2.547 -3.955  0.3740
12 N 2.263 1.699 -3.456  0.5038
13 C 2.194 0.915 -4.676  -1.1130
14 C 1.408 -0.407 -4.506  -0.4076
15 C 0.966 -0.695 -3.061  -0.1220
16 C 0.747 -2.195 -2.777  -0.6225
17 C 0.790 -2.419 -1.273  -0.8415
18 N -0.338 -1.766 -0.594  -0.4410
19 H 5.343 -2.640 -0.722  0.3855
20 H 6.102 -1.222 0.050  0.3922
21 H 4.339 -1.325 -0.017  0.2813
22 H 6.219 -0.927 -2.376  0.3663
23 H 4.434 -1.210 -2.471  0.1877
24 H 4.864 0.720 -3.650  0.4659
25 H 5.355 2.136 -2.775  0.3777
26 H 1.640 4.021 -0.094  0.3009
27 H -1.316 3.213 -0.735  0.1220
28 H 1.823 1.504 -5.507  0.4322
29 H 3.211 0.662 -4.939  0.2021
30 H 1.993 -1.260 -4.841  0.4385
31 H 0.526 -0.392 -5.141  0.4028
32 H -0.007 -0.239 -2.898  -0.0021
33 H 1.676 -0.327 -2.319  0.2353
34 H 1.478 -2.820 -3.281  0.5171
35 H -0.269 -2.438 -3.085  0.2773
36 H 1.729 -2.012 -0.873  0.2733
37 H 0.771 -3.476 -1.029  0.4907
38 H -0.190 -1.880 0.405  0.1544
39 H -0.303 -0.760 -0.719  0.1443
40 C -5.378 0.677 3.339  -1.0493
41 C -6.166 0.876 2.062  -0.2289
42 O -5.297 1.066 0.932  -0.3796
43 C -4.763 -0.048 0.435  0.7895
44 O -4.954 -1.167 0.825  -0.5629
45 O -3.954 0.297 -0.572  -0.3382
46 C -3.237 -0.805 -1.148  -0.4781
47 H -4.674 1.498 3.485  0.2074
48 H -6.049 0.633 4.196  0.4371
49 H -4.803 -0.248 3.304  0.2888
50 H -6.764 1.783 2.127  0.3265
51 H -6.846 0.046 1.877  0.3225
52 H -3.912 -1.605 -1.445  0.3203
53 H -2.502 -1.173 -0.449  0.3176
54 H -2.731 -0.425 -2.034  0.1039
55 C 0.154 -1.799 6.282  -1.0984
56 C -1.288 -1.342 6.297  -0.1694
57 O -1.434 -0.032 5.722  -0.3872
58 C -1.433 0.015 4.398  0.7835
59 O -1.344 -0.919 3.644  -0.5715
60 O -1.548 1.296 4.027  -0.3779
61 C -1.503 1.486 2.619  -0.4601
62 H 0.794 -1.058 6.761  0.3021
63 H 0.256 -2.747 6.809  0.3658
64 H 0.511 -1.932 5.261  0.2995
65 H -1.642 -1.251 7.322  0.3078
66 H -1.940 -2.050 5.786  0.2996
67 H -2.230 0.852 2.114  0.1283
68 H -0.498 1.281 2.245  0.3399
69 H -1.749 2.528 2.427  0.2245

***

Below is a molecular structure, C31H26CoN3O4, with properties calculated with ωB97M-V with the def2-TZVPD basis set.

Results
Spin multiplicity: 2
LUMO energy (alpha / beta): -3.47 / -3.55 eV
Frontier orbital gap (alpha / beta): 6.89 / 6.84 eV
E_tot: -82852.5159 eV
Total charge: +1
M: 563.50 g/mol
Max |F|: 0.62 eV/Å

Each line ends with the Mulliken charge.
Geometry (Å):
1 Co -1.051 -0.142 0.047  0.3346
2 C 0.541 -2.750 3.255  -0.4040
3 O 1.372 -2.734 2.041  -0.4856
4 C 0.773 -1.870 1.238  0.4215
5 N -0.344 -1.363 1.574  0.2865
6 C -0.731 -1.960 2.862  -0.1505
7 C -1.176 -0.960 3.899  -0.0551
8 C -1.709 -1.443 5.092  -0.4337
9 C -2.104 -0.567 6.090  -0.6975
10 C -1.978 0.804 5.902  -0.4556
11 C -1.454 1.290 4.714  -0.9486
12 C -1.052 0.410 3.716  0.2006
13 C 1.402 -1.466 -0.048  0.2075
14 C 2.451 -2.064 -0.720  -0.7027
15 C 2.800 -1.539 -1.961  -0.4843
16 C 2.113 -0.452 -2.492  -0.6219
17 C 1.082 0.076 -1.739  0.5119
18 N 0.764 -0.424 -0.558  0.2995
19 C 0.168 1.203 -2.072  0.3023
20 N -0.877 1.405 -1.369  -0.3674
21 C -1.461 2.682 -1.828  -0.1219
22 C -0.637 2.989 -3.100  -0.5424
23 O 0.487 2.043 -3.040  -0.4472
24 C -2.942 2.629 -2.110  0.0216
25 C -3.608 3.821 -2.391  -0.4803
26 C -4.962 3.815 -2.683  -0.6132
27 C -5.664 2.615 -2.696  -0.5091
28 C -5.002 1.428 -2.427  -0.6601
29 C -3.643 1.432 -2.135  -0.2472
30 H 1.108 -2.256 4.040  0.3496
31 H 0.360 -3.788 3.513  0.3560
32 H -1.556 -2.648 2.657  0.2611
33 H -1.824 -2.512 5.241  0.4341
34 H -2.517 -0.952 7.013  0.4080
35 H -2.288 1.489 6.680  0.4112
36 H -1.356 2.357 4.562  0.4187
37 H -0.640 0.801 2.795  0.3205
38 H 2.968 -2.910 -0.289  0.5618
39 H 3.607 -1.987 -2.523  0.4636
40 H 2.358 -0.035 -3.459  0.5618
41 H -1.262 3.415 -1.044  0.5190
42 H -0.224 3.991 -3.140  0.3160
43 H -1.192 2.770 -4.009  0.3893
44 H -3.069 4.763 -2.373  0.4264
45 H -5.471 4.745 -2.898  0.3960
46 H -6.723 2.609 -2.922  0.4035
47 H -5.542 0.489 -2.453  0.4525
48 H -3.129 0.498 -1.951  0.4958
49 C -4.938 -0.433 1.436  -1.9120
50 C -3.635 -0.853 0.820  1.3749
51 O -2.785 0.061 0.715  -0.4255
52 C -3.409 -2.217 0.416  0.4060
53 C -4.279 -3.222 0.908  -0.8031
54 C -4.103 -4.540 0.597  -0.9708
55 C -3.048 -4.895 -0.266  -0.4958
56 C -2.207 -3.950 -0.790  -0.8145
57 C -2.351 -2.575 -0.476  1.0256
58 O -1.552 -1.713 -1.020  -0.4861
59 H -4.950 0.648 1.539  0.3696
60 H -5.052 -0.882 2.425  0.4538
61 H -5.779 -0.764 0.827  0.4439
62 H -5.094 -2.943 1.563  0.3835
63 H -4.768 -5.294 0.994  0.4341
64 H -2.900 -5.937 -0.523  0.4159
65 H -1.410 -4.221 -1.472  0.4979